No. 1
Computed, not measured: the molecule C18H13ClN2OS in a non-equilibrium geometry, with ωB97M-V/def2-TZVPD.

Last column: natural (NBO) charge in e.
Cartesian coordinates (Å):
O  -1.8394  2.5732  4.3576  -0.540
Cl  0.8087  3.9150  -1.4532  -0.036
N  -0.5860  3.0566  1.9338  -0.400
S  -2.2559  -0.0326  4.1467  0.337
C  -1.9481  1.6162  3.5931  0.330
C  0.0796  2.6536  0.8901  0.355
C  -1.2941  1.9280  2.3516  -0.009
C  -1.2094  0.9119  1.3858  0.164
C  4.1745  -0.6100  0.5590  -0.197
C  -3.5912  -2.8002  1.5188  -0.191
C  -3.2844  -2.2044  0.2635  -0.228
C  3.8339  -0.2365  -0.6971  -0.220
C  3.1862  -0.5349  1.4675  -0.207
C  -3.1139  -2.1367  2.7038  -0.208
C  -2.5269  -1.0495  0.2276  -0.184
C  2.5416  -0.0829  -1.0583  -0.191
C  1.9200  -0.2496  1.1342  -0.222
C  -2.4445  -0.8600  2.6023  -0.154
C  -2.0730  -0.3217  1.3867  -0.094
C  1.5623  0.1146  -0.0918  -0.022
N  -0.3556  1.3749  0.4948  -0.346
C  1.1914  3.5986  0.2693  -0.434
C  0.1852  0.6094  -0.6024  -0.241
H  5.1896  -1.0032  0.7541  0.222
H  -4.2490  -3.6772  1.5169  0.227
H  -3.7864  -2.4856  -0.6717  0.226
H  4.3854  -0.3217  -1.6132  0.214
H  3.3586  -0.6389  2.5087  0.215
H  -3.2694  -2.5190  3.7070  0.226
H  -2.4259  -0.4794  -0.6761  0.207
H  2.3737  0.1160  -2.1225  0.203
H  1.1950  -0.1089  1.9108  0.213
H  0.9944  4.4809  0.9486  0.269
H  2.1686  3.1317  0.5584  0.246
H  0.3062  1.2329  -1.4492  0.231
H  -0.4071  -0.2499  -0.9525  0.238

Computed properties:
E_LUMO ... 0.0076 hartree
Charge ... 0
Gap between HOMO and LUMO ... 8.697 eV
Energy above the lowest of the compared OMol25 structures with the same formula, charge and spin ... 0.3456 eV
M ... 340.835 g mol⁻¹
DFT total energy ... -1736.7887 a.u.
Spin multiplicity ... 1
Highest occupied orbital energy ... -8.4887 eV


No. 2
Computed, not measured: C18H13N5NiO4S as an isolated structure, with ωB97M-V/def2-TZVPD.

Last column: natural (NBO) charge in e.
Cartesian coordinates (Å):
Ni  1.7368  1.2673  0.2066  1.216
C  -2.3740  -4.0285  -1.8534  -0.116
C  -0.9896  -3.8582  -1.8452  -0.193
C  -0.3227  -3.7258  -0.6450  -0.174
C  -1.0958  -3.7655  0.5135  0.052
C  -2.4757  -3.9296  0.5470  -0.163
C  -3.1096  -4.0686  -0.6742  -0.194
N  -0.4312  -3.5573  1.7272  0.170
N  0.1149  -3.3736  2.6565  0.337
C  3.0303  1.9809  2.1208  0.574
C  3.7958  2.3510  3.2724  -0.193
C  4.5154  3.4879  3.3954  -0.106
C  4.6648  4.5261  2.4309  -0.099
C  4.1552  4.6185  1.1733  -0.026
N  3.3482  3.7634  0.4724  -0.011
H  -2.8856  -4.1384  -2.8004  0.250
H  -0.4361  -3.8348  -2.7736  0.258
H  0.7485  -3.5883  -0.5936  0.257
H  -3.0147  -3.9426  1.4839  0.258
H  -4.1803  -4.2138  -0.7051  0.255
H  3.7658  1.6324  4.0821  0.274
H  5.0447  3.6363  4.3291  0.265
H  5.2815  5.3638  2.7364  0.265
H  4.3983  5.4924  0.5846  0.254
O  2.3477  0.9389  2.0531  -0.584
N  2.8930  2.6722  0.8947  -0.296
O  -0.8458  -1.0541  1.1913  -0.596
C  -0.6752  -0.4551  0.1567  0.679
N  0.5926  -0.1820  -0.3869  -0.991
S  0.4445  0.5336  -1.8502  2.259
O  1.2439  1.7848  -1.5537  -0.929
O  0.8707  -0.2034  -2.9852  -0.842
C  -1.2842  0.7572  -1.8277  -0.264
C  -2.1111  1.3362  -2.7726  -0.184
C  -3.4750  1.2766  -2.5227  -0.158
C  -3.9737  0.6405  -1.3860  -0.165
C  -3.1250  0.0416  -0.4658  -0.151
C  -1.7614  0.1084  -0.7012  -0.186
H  -1.7195  1.8152  -3.6593  0.256
H  -4.1610  1.7305  -3.2248  0.249
H  -5.0424  0.6159  -1.2210  0.245
H  -3.5029  -0.4520  0.4194  0.244

Computed properties:
E_LUMO (spin up / spin down) ... -0.3003 / -0.3001 hartree
Charge ... +2
Gap between HOMO and LUMO (spin up / spin down) ... 7.181 / 7.190 eV
Energy above the lowest of the compared OMol25 structures with the same formula, charge and spin ... 0.0798 eV
M ... 454.093 g mol⁻¹
DFT total energy ... -3174.2889 a.u.
Spin multiplicity ... 1
Highest occupied orbital energy (spin up / spin down) ... -15.3510 / -15.3551 eV